A gas-phase ion, C11H14NO2 (charge +1) at a distorted geometry, computed with ωB97M-V with the def2-TZVPD basis set.

```
28
C11H14NO2 (ωB97M-V with the def2-TZVPD basis set)
C -2.9249 -0.9655 -0.7202
C -3.5732 0.1398 -0.3596
C -1.6074 -1.3321 -0.3837
C -2.7416 1.2754 0.1367
C -0.7934 -0.3162 0.1970
C -1.4145 0.9897 0.4017
C 0.6197 -0.4991 0.2201
C -0.4264 2.0107 0.8198
C 0.8717 2.0206 0.0874
C 0.8574 -2.7017 1.0384
C 3.3760 0.2125 -1.1601
N 1.4042 0.6449 0.0818
O 1.3629 -1.5261 0.4856
O 2.7384 0.4036 0.1349
H -3.4464 -1.7342 -1.3208
H -4.6678 0.2718 -0.6976
H -1.1390 -2.2085 -0.7911
H -3.1203 2.2701 0.3664
H -0.8854 2.9639 0.6512
H -0.2470 1.8877 1.8187
H 0.7560 2.2601 -0.9711
H 1.7234 2.5393 0.5709
H 0.7706 -3.4852 0.1961
H -0.0502 -2.5218 1.6923
H 1.6384 -3.1749 1.6903
H 3.7360 1.2093 -1.6693
H 2.8902 -0.4395 -1.8113
H 4.2927 -0.1945 -0.7044
```

As for the SMILES: COC1=[N+](OC)CCc2ccccc21. The LUMO energy comes out at -4.3 eV. Its charge is +1. The orbital gap is 8.8278 eV.

A molecular structure, C11H14NO7 at a distorted geometry, computed with ωB97M-V with the def2-TZVPD basis set.

```
33
C11H14NO7 (ωB97M-V with the def2-TZVPD basis set)
C 4.2013 1.3006 0.3096
C 3.8473 2.2584 -0.8265
O 4.2697 2.0803 -1.9082
O 3.0434 3.3246 -0.4637
C 1.7128 3.1729 -0.9576
O 1.5688 3.1052 -2.1159
C 0.6116 3.1658 0.0814
C -0.7946 3.1669 -0.5476
O -1.5557 4.0159 -0.2413
O -1.0105 2.1899 -1.4505
C -2.1251 1.3569 -1.0933
C -2.3312 1.2097 0.4075
O -3.4391 1.4641 0.8661
O -1.3425 0.8327 1.1985
H 4.5728 0.3743 -0.1280
H 4.9067 1.7302 1.0260
H 3.2732 1.0754 0.8523
H 0.7208 2.3644 0.8221
H 0.7081 4.1140 0.6298
H -1.9255 0.3702 -1.5500
H -3.0679 1.7089 -1.5270
C -0.1684 -4.4892 0.6328
C -1.6724 -4.3687 0.8436
C -2.2802 -3.1674 0.1129
C -1.6730 -1.9133 0.6025
N -1.1950 -0.9070 0.9545
H 0.3587 -3.6218 1.0312
H 0.2196 -5.3723 1.1462
H 0.0725 -4.5812 -0.4292
H -1.8771 -4.2897 1.9135
H -2.1578 -5.2855 0.4898
H -3.3622 -3.1361 0.2817
H -2.1088 -3.2492 -0.9634
```

The LUMO energy comes out at 3.0 eV. Its charge is -1. The orbital gap is 5.8012 eV.

C11H14O2 in the gas phase at a distorted geometry, computed with ωB97M-V with the def2-TZVPD basis set.

```
27
C11H14O2 (ωB97M-V with the def2-TZVPD basis set)
C -3.0723 0.2629 0.8791
C -2.1785 -0.3209 -0.2653
C -2.4585 -1.8289 -0.4840
C -0.7029 -0.0163 -0.2702
C 0.2597 -0.9823 -0.0530
C 1.6334 -0.4992 -0.1350
C 3.7778 -0.6155 0.3634
C 3.5238 0.8087 -0.1977
C 1.9729 0.8060 -0.1402
C 0.9905 1.7870 -0.0162
C -0.3123 1.2903 -0.2907
H -2.9068 -0.2335 1.8023
H -2.8156 1.3168 1.0102
H -4.2105 0.0999 0.5512
H -2.5029 0.1380 -1.2051
H -2.1455 -2.5574 0.3469
H -3.5213 -1.9585 -0.6873
H -1.9310 -2.2832 -1.3589
H 0.0160 -2.0673 0.2171
H 4.7773 -0.9815 0.0432
H 3.6889 -0.5817 1.5230
H 3.9757 1.7285 0.2665
H 3.7703 0.7736 -1.2757
H 0.9946 2.9407 0.1383
H -2.1173 2.0260 -0.3373
O 2.7126 -1.3762 -0.0857
O -1.2182 2.3239 -0.3391
```

As for the SMILES: CC(C)c1cc2c(cc1O)CCO2. The LUMO energy comes out at 0.9 eV. The orbital gap is 8.5912 eV.

C11H14O3S in the gas phase at a distorted geometry, computed with ωB97M-V with the def2-TZVPD basis set.

```
29
C11H14O3S (ωB97M-V with the def2-TZVPD basis set)
C -2.0204 -0.2714 -0.1988
C -2.3515 -1.2818 0.9259
C -0.2098 -0.7060 -1.5066
C 1.6157 0.8913 -0.7054
C -0.5352 0.6449 1.7008
C -0.4775 -0.7096 2.3332
C -0.8617 0.7051 0.2456
C -1.6766 -1.4428 2.0494
C 0.2229 0.2559 -0.6818
C 0.3975 -1.3212 -2.7337
C 1.5812 2.4159 -0.2754
O -1.5371 -1.0046 -1.2831
O 2.5053 0.5817 -1.7776
O 3.5440 -1.3091 -0.4761
S 3.4759 0.1248 -0.4989
H -2.9022 0.2033 -0.4184
H -3.2267 -1.8802 0.7664
H -1.2656 1.2519 2.3459
H 0.3005 1.3144 1.9165
H 0.3821 -1.2263 1.7228
H -0.3320 -0.5763 3.3532
H -0.9850 1.7046 0.0771
H -1.9640 -2.2649 2.7865
H 1.2373 -1.8454 -2.3281
H 0.9125 -0.5954 -3.3221
H -0.3065 -2.0171 -3.3521
H 0.5203 2.6333 0.0037
H 1.7874 3.0493 -1.1857
H 2.1695 2.6755 0.5169
```

The LUMO energy comes out at 0.3 eV. The orbital gap is 8.1041 eV.

C11H14OSi in the gas phase at a distorted geometry, computed with ωB97M-V with the def2-TZVPD basis set.

```
27
C11H14OSi (ωB97M-V with the def2-TZVPD basis set)
C 3.5712 -0.0059 -0.8524
C 2.7728 -1.0682 -0.4765
C 3.3298 1.2349 -0.1976
C 1.4726 -0.9659 0.2782
C 2.2760 1.4053 0.6116
C 1.3346 0.3705 1.0274
C -4.8684 -0.6433 0.0969
C 0.4376 -0.9711 -0.9173
C -4.0180 -0.0425 -0.6946
C -0.9476 -1.0184 -0.4986
C 0.3549 0.6414 1.8532
O -2.0062 1.8860 -0.0740
Si -2.2127 0.2079 -0.2187
H 4.4815 -0.1893 -1.4715
H 2.9194 -2.0226 -0.7197
H 3.8822 2.0354 -0.4370
H 1.1773 -1.9384 0.8520
H 2.1802 2.4569 1.0068
H -5.9108 -0.9051 -0.3095
H -4.5856 -0.9228 1.0975
H 0.4897 -1.9102 -1.4334
H 0.6968 0.0741 -1.4947
H -4.2809 0.2514 -1.7309
H -1.2045 -1.9527 -0.2134
H -0.2515 -0.0628 2.2842
H 0.3315 1.6627 2.2329
H -1.4219 2.3926 0.3992
```

As for the SMILES: C=C/[Si](O)=C/C[C@H]1C=CC=CC1=C. The LUMO energy (spin up / spin down) comes out at 0.4 / 0.4 eV. The orbital gap (spin up / spin down) is 7.8675 / 7.8681 eV.

A gas-phase ion, C11H15F2N2 (charge +1) at a distorted geometry, computed with ωB97M-V with the def2-TZVPD basis set.

```
30
C11H15F2N2 (ωB97M-V with the def2-TZVPD basis set)
C 0.1834 -1.0075 -0.8519
C -0.6491 0.0635 1.1905
C -0.8588 -0.9500 0.1219
C 1.3632 -0.2844 -0.6486
C 0.4928 0.8676 1.1887
C 0.3343 -1.7533 -2.1224
C 2.3513 -0.5047 -1.7391
C 1.4175 -1.0170 -2.9350
C -1.7182 0.0414 2.2083
C -0.2298 3.0279 2.3112
C 0.8415 1.9173 2.3347
N 1.4521 0.6704 0.2562
N -1.8878 -1.7977 0.1566
F 2.1292 2.3592 2.2042
F 0.6722 1.2635 3.5105
H 0.6836 -2.8814 -1.9698
H -0.5376 -1.8349 -2.8410
H 2.9182 0.3922 -2.1619
H 2.9936 -1.2079 -1.3693
H 1.8547 -1.6546 -3.5461
H 0.9879 -0.3055 -3.5626
H -1.4746 -0.9165 2.9418
H -1.7810 0.7954 2.8946
H -2.6408 -0.0464 1.8210
H 0.0373 3.6646 3.2474
H -1.1996 2.7240 2.4312
H -0.1496 3.6305 1.2911
H 2.3466 1.1582 0.4706
H -1.7200 -2.5732 -0.4238
H -2.2727 -1.7652 1.0808
```

As for the SMILES: Cc1c(C(C)(F)F)[nH]c2c(c1=[NH2+])CCC2. The LUMO energy comes out at -3.3 eV. Its charge is +1. The orbital gap is 9.7084 eV.

A molecular structure, C11H15F3IN4ORuS2 at a distorted geometry, computed with ωB97M-V with the def2-TZVPD basis set.

```
38
C11H15F3IN4ORuS2 (ωB97M-V with the def2-TZVPD basis set)
Ru 0.1071 -0.4587 -0.7532
F 2.5484 -1.6671 3.4409
C 3.4570 -2.1948 2.5990
F 3.1080 -3.4571 2.3546
F 4.6477 -2.1534 3.1519
C 3.4218 -1.3886 1.3029
C 4.5655 -0.9076 0.6769
C 4.4409 -0.1381 -0.4780
C 3.1764 0.1719 -0.9741
N 2.0826 -0.2869 -0.3679
C 2.1909 -1.0890 0.7277
S 0.6125 -1.6787 1.1895
H 5.5405 -1.1387 1.0907
H 5.3194 0.2252 -0.9951
H 3.0529 0.7936 -1.8519
C -3.6664 3.6349 0.7101
N -2.8042 2.9369 -0.2412
C -1.6170 2.4505 0.0391
S -0.7972 1.6679 -1.3305
N -1.0984 2.6067 1.2442
C 0.2246 2.2617 1.7342
H -4.6552 3.7442 0.2758
H -3.2836 4.6335 0.9354
H -3.7642 3.0707 1.6393
H -3.1348 2.8865 -1.1952
H -1.6901 3.0609 1.9301
H 0.9108 2.1147 0.9055
H 0.1817 1.3748 2.3692
H 0.5961 3.0873 2.3393
N -1.6009 -2.7668 -3.3709
C -2.1440 -2.2752 -2.2852
O -1.5224 -1.5011 -1.4922
C -3.5777 -2.5967 -1.9808
I -4.0010 -4.7179 -1.9732
H -0.6416 -2.5809 -3.6202
H -2.1197 -3.3616 -4.0048
H -4.2282 -2.1593 -2.7369
H -3.8383 -2.2033 -1.0049
```

The LUMO energy (spin up / spin down) comes out at -12.1 / -13.8 eV. Its charge is +3. The orbital gap (spin up / spin down) is 5.0301 / 3.3277 eV. Its spin multiplicity is 5. The expectation value of S² is 6.039.

5 unconnected molecules or ions with the total composition C11H15F3N2O13 at a distorted geometry, computed with ωB97M-V with the def2-TZVPD basis set.

```
44
C11H15F3N2O13 (ωB97M-V with the def2-TZVPD basis set)
C -1.5231 5.8317 2.4274
C -1.6705 5.3460 1.0471
O -0.8538 4.1886 0.9948
C -0.6794 3.7626 2.1770
O -0.4482 2.5383 2.3227
O -0.9531 4.6701 3.0271
F -1.0710 6.2931 0.2661
H -2.3740 6.2514 2.9639
H -0.7337 6.5810 2.4856
H -2.6890 5.2021 0.6867
C 1.7421 -3.2057 -3.1607
C 0.8400 -2.6956 -4.1916
O 1.0272 -1.3027 -4.0950
C 2.1747 -1.0115 -3.5121
O 2.6803 0.1128 -3.5387
O 2.6890 -2.1413 -2.9756
F -0.3951 -3.0523 -3.9053
H 2.2587 -4.1089 -3.4853
H 1.3296 -3.5317 -2.2059
H 1.1465 -3.0061 -5.1905
C -2.4291 1.4122 -0.6403
C -2.5404 1.2862 -2.1700
O -3.9317 1.2775 -2.1312
C -4.3632 2.2475 -1.3005
O -5.3872 2.9545 -1.3243
O -3.4404 2.4723 -0.4368
F -2.1333 -0.0150 -2.2533
H -1.4292 1.6177 -0.2582
H -2.9887 0.6204 -0.1422
H -1.9988 1.9331 -2.8601
C 3.3641 -5.5141 3.6492
N 2.8442 -4.1833 3.1821
O 3.5221 -3.5496 2.3603
O 1.8957 -3.6591 3.7244
H 4.3404 -5.6775 3.1930
H 2.6978 -6.3477 3.4275
H 3.5167 -5.4344 4.7256
C 0.5199 -1.1167 1.6099
N 1.2518 -1.2758 0.2621
O 0.6066 -1.3646 -0.8058
O 2.4672 -1.1882 0.3844
H 0.0981 -0.1116 1.6070
H 1.2301 -1.1795 2.4343
H -0.2099 -1.9262 1.6251
```

As for the SMILES: O=C1OC[C@@H](F)O1.O=C1OC[C@@H](F)O1.O=C1OC[C@@H](F)O1.C[N+](=O)[O-].C[N+](=O)[O-]. The LUMO energy comes out at -0.1 eV. The orbital gap is 10.5958 eV.

no.,total energy (Ha)
1,-632.42378
2,-1008.93889
3,-577.97215
4,-1051.30996
5,-792.12300
6,-737.13747
7,-2209.92096
8,-1815.12995